w.
Here is C5H5Cl in the gas phase from the OMol25 dataset. Energies are from ωB97M-V with the def2-TZVPD basis set.

Its SMILES is C#C/C=C(/C)Cl. As for the gap between HOMO and LUMO: 9.7 eV. Its spin multiplicity is 1. Its HOMO energy is -8.9816 eV.

Cartesian coordinates (Å):
Cl -1.75748 0.92093 -0.62537
C -0.24931 -1.00868 -1.64007
C 0.56390 0.76092 1.64793
C 0.41841 1.51524 2.60411
C -0.30324 0.05290 -0.49838
C 0.56388 0.07069 0.45771
H 0.43852 2.19906 3.40571
H -1.12187 -1.80453 -1.28592
H 1.40094 -0.55360 0.19753
H 0.70987 -1.51781 -1.54723
H -0.66362 -0.63512 -2.71602

Listed below, in e, are the Mulliken charges computed for each atom:
1. Cl -0.18
2. C -0.99
3. C -0.58
4. C 0.10
5. C 0.66
6. C -0.53
7. H 0.43
8. H 0.25
9. H 0.24
10. H 0.30
11. H 0.31

---

x.
Here is C5H5Cl in the gas phase from the OMol25 dataset. Energies are from ωB97M-V with the def2-TZVPD basis set.

Its SMILES is C#C[C@H](Cl)C=C. As for the gap between HOMO and LUMO: 10.0 eV. Its spin multiplicity is 1. Its HOMO energy is -9.9419 eV.

Cartesian coordinates (Å):
Cl -0.27258 2.30492 0.10525
C -1.81242 -0.73615 -0.15907
C 0.12721 0.48612 -0.22990
C 2.76101 -0.12567 0.16286
C 1.64658 0.28049 -0.17610
C -0.68838 -0.31315 0.54267
H -0.66742 -0.62439 1.56770
H -2.11581 -0.56307 -1.12753
H -0.09548 0.25687 -1.26165
H 4.01156 -0.02408 0.09988
H -2.89427 -0.94190 0.47588

Listed below, in e, are the Mulliken charges computed for each atom:
1. Cl -0.20
2. C -0.77
3. C 0.48
4. C -0.19
5. C -0.45
6. C -0.29
7. H 0.34
8. H 0.34
9. H 0.25
10. H 0.29
11. H 0.18

---

Least stable = x

---

w.
Here is 34 unconnected molecules or ions with the total composition H68O34 from the OMol25 dataset. Energies are from ωB97M-V with the def2-TZVPD basis set.

As for the gap between HOMO and LUMO: 8.2 eV. Its spin multiplicity is 1. Its HOMO energy is -9.6617 eV.

Cartesian coordinates (Å):
O -2.10171 -0.71983 5.75192
O -0.77956 0.01960 -0.06300
O -0.93146 2.61730 2.43991
O -4.33399 2.03918 3.00795
O -3.41146 -0.04545 -0.80087
O 1.02730 -0.16378 5.27074
O -0.07628 4.05956 -3.73692
O 2.69502 4.84588 -0.16587
O -0.29903 -0.22308 2.84235
O -0.16037 -2.72299 -2.29150
O 4.55197 -0.37968 1.22663
O 2.43639 -3.51935 1.64950
O 0.10773 -3.12795 -5.15230
O 1.17158 3.71096 3.72606
O -4.55129 -2.10193 -2.11929
O -3.29283 1.57495 -3.44870
O -1.92011 -0.61790 -4.38976
O -1.72849 3.57505 -0.18481
O 2.66436 -3.82807 -2.80541
O -2.92862 -4.41352 3.65989
O 4.57094 0.13206 -1.66701
O 2.86143 1.70429 -4.39131
O -2.43050 -4.01729 -3.22657
O -1.65855 -3.36285 -0.26830
O 3.24120 -0.69271 3.86382
O 2.43583 1.48659 1.59106
O 2.05622 -0.79763 -3.25104
O 1.25157 2.55109 -0.95137
O 3.78619 2.98545 -2.18553
O -0.72763 1.68946 -2.52044
O -0.52606 -3.10965 3.44357
O 2.02462 -1.19903 -0.03503
O -4.45337 3.83130 -0.16959
O -2.99673 -1.15917 2.19433
H -2.69655 -5.33984 3.72550
H 3.18440 2.24349 -3.66937
H -0.33905 3.06624 3.04301
H -1.28285 -1.21109 5.68565
H -2.11439 -3.94801 3.85108
H -1.57968 1.92038 -2.89048
H -0.65672 -2.82336 -1.47922
H 0.43588 -1.99409 -2.11990
H 0.38217 -3.12205 3.74557
H -3.22538 -1.83188 2.83574
H -1.56317 2.77232 -0.67931
H -1.64241 -2.68153 0.40383
H 0.09826 0.18905 -0.40499
H -1.41294 3.38233 0.69809
H -0.63259 -0.30277 0.82621
H 3.22453 -1.61028 4.13587
H -2.94941 -3.59431 -3.91070
H -3.87093 -2.72600 -2.37203
H 0.43264 2.44002 -1.43434
H 1.00259 -0.83151 5.95612
H 4.70043 -0.09487 -0.74616
H -0.03159 -2.82770 -4.25415
H 0.03174 -0.26966 3.73937
H 4.37046 1.06798 -1.65764
H 0.51576 -2.38308 -5.59379
H 1.76218 2.96943 3.59352
H -2.41440 -1.42882 -4.50946
H -0.49397 0.86706 -2.95088
H -3.50405 3.70866 -0.16899
H -2.56815 0.33074 -0.54879
H -0.52417 -3.65219 2.65498
H -1.94319 -4.15050 0.19519
H 2.39743 2.00229 0.78558
H -3.53710 1.52141 3.12252
H -3.54507 1.14056 -2.63389
H 1.72665 4.48276 3.61455
H -3.81657 -0.30286 0.02729
H 1.59899 -1.90802 0.44705
H 1.92646 2.58998 -1.62905
H -4.32081 2.66362 3.73329
H 2.22330 -0.46844 -2.36789
H -2.73545 -1.35385 6.08751
H -3.64066 -0.46500 2.33469
H -0.74597 4.56372 -3.27478
H -4.61061 4.49058 0.50632
H 2.69031 -2.87336 -2.86935
H -1.13889 -0.73089 -4.93120
H 3.98041 -0.59246 1.96439
H 1.95005 -4.25675 2.01822
H 2.79801 4.72114 -1.10931
H 1.98434 0.67059 1.37533
H 2.47308 -4.12311 -3.69569
H -1.77586 -3.36290 -2.98273
H 3.98953 3.57476 -2.91189
H 1.98961 4.24729 0.07974
H -1.05396 -0.81151 2.83409
H -4.07721 -1.29034 -1.93816
H -2.94659 0.87186 -3.99826
H 2.88951 -1.12053 0.36751
H 5.30101 0.06471 1.62372
H 0.13457 3.33934 -3.14274
H -0.68184 1.69519 2.50024
H 4.36366 3.26967 -1.47703
H 2.41668 -0.12580 -3.82977
H 3.21231 -3.44199 2.20464
H 2.35513 -0.37484 4.03728
H 1.03237 0.66737 5.74550
H 2.92343 2.27080 -5.16035

Atomic partial charges in e from the Mulliken method, atoms 1 to 99:
1. O -0.56
2. O 1.48
3. O -0.47
4. O -0.58
5. O -0.53
6. O -0.56
7. O -0.69
8. O -0.67
9. O 0.24
10. O -0.58
11. O -0.63
12. O -0.53
13. O -0.61
14. O -0.69
15. O -0.67
16. O -0.72
17. O -0.53
18. O -0.76
19. O -0.62
20. O -0.62
21. O -0.56
22. O -0.56
23. O -0.60
24. O -0.49
25. O -0.67
26. O -0.39
27. O -0.48
28. O 0.70
29. O -0.84
30. O -0.18
31. O -0.59
32. O 0.27
33. O -0.65
34. O -0.51
35. H 0.28
36. H 0.37
37. H 0.35
38. H 0.24
39. H 0.39
40. H 0.30
41. H 0.28
42. H 0.22
43. H 0.21
44. H 0.21
45. H 0.17
46. H 0.17
47. H -0.28
48. H 0.43
49. H -0.50
50. H 0.27
51. H 0.35
52. H 0.39
53. H -0.24
54. H 0.25
55. H 0.28
56. H 0.24
57. H -0.04
58. H 0.27
59. H 0.31
60. H 0.26
61. H 0.22
62. H -0.18
63. H 0.48
64. H 0.03
65. H 0.27
66. H 0.18
67. H 0.25
68. H 0.28
69. H 0.36
70. H 0.29
71. H 0.18
72. H 0.05
73. H 0.12
74. H 0.28
75. H 0.07
76. H 0.31
77. H 0.19
78. H 0.35
79. H 0.26
80. H 0.32
81. H 0.22
82. H 0.11
83. H 0.23
84. H 0.31
85. H 0.06
86. H 0.29
87. H 0.32
88. H 0.18
89. H 0.31
90. H -0.08
91. H 0.39
92. H 0.43
93. H 0.06
94. H 0.30
95. H 0.30
96. H 0.18
97. H 0.33
98. H 0.27
99. H 0.26

---

x.
Here is 34 unconnected molecules or ions with the total composition H68O34 from the OMol25 dataset. Energies are from ωB97M-V with the def2-TZVPD basis set.

As for the gap between HOMO and LUMO: 10.5 eV. Its spin multiplicity is 1. Its HOMO energy is -10.4367 eV.

Cartesian coordinates (Å):
O 15.86008 -10.87064 12.76140
O 13.37403 -17.73856 6.06502
O 11.98126 -7.30106 5.21835
O 18.30338 -10.40808 2.90058
O 11.83773 -6.09124 7.89028
O 11.45268 -13.23681 5.84985
O 13.13934 -11.14697 7.43254
O 18.64223 -13.27096 7.49518
O 11.73738 -9.65027 9.84774
O 15.93888 -14.49147 8.77929
O 11.09244 -9.20666 7.27484
O 17.13643 -11.56655 5.40545
O 13.04770 -13.94340 3.42345
O 11.44207 -9.88938 3.91972
O 15.51526 -14.03337 5.71079
O 16.71856 -9.59669 7.54718
O 15.17742 -6.52934 4.49940
O 17.26162 -12.51200 11.26788
O 17.13539 -17.85620 4.53227
O 14.03827 -8.36396 7.80175
O 10.89304 -12.15872 11.51338
O 18.39842 -11.30582 9.29658
O 14.48461 -16.94225 3.31119
O 8.60551 -10.10530 7.05378
O 14.70536 -12.00332 9.45848
O 15.58323 -9.45943 10.29908
O 13.22850 -15.30926 10.24393
O 17.49695 -15.73151 6.54682
O 13.49806 -12.60659 11.79402
O 10.08675 -12.43847 8.24669
O 15.63122 -9.55891 2.54531
O 12.63112 -15.62865 1.04329
O 13.12558 -15.20944 6.94835
O 13.95173 -11.30937 4.55324
H 13.02572 -15.29718 7.94531
H 15.37710 -10.34530 10.00103
H 14.11067 -11.85876 8.66459
H 15.21619 -10.14236 3.25679
H 17.61800 -13.13752 11.85323
H 18.73011 -9.56224 2.62103
H 13.65872 -18.18190 6.83723
H 17.90748 -17.43338 4.17025
H 13.32111 -15.72747 0.38647
H 11.90330 -13.99385 6.21372
H 18.31721 -12.09186 8.72021
H 17.59143 -10.50998 2.25219
H 11.77944 -15.89094 0.68088
H 16.71237 -11.98404 11.91589
H 10.59742 -12.15823 9.01199
H 12.88293 -14.29342 2.58163
H 7.67978 -9.97177 7.19169
H 12.32121 -14.27180 3.95957
H 14.07260 -17.46190 4.02653
H 15.39133 -15.27138 9.00746
H 12.81494 -6.95126 4.86587
H 14.38038 -8.02419 8.65409
H 12.59982 -9.24649 10.06504
H 16.45665 -9.24449 9.94198
H 11.84954 -12.16412 11.53487
H 13.40108 -7.63196 7.47475
H 18.67779 -14.21862 7.21244
H 12.37806 -10.16130 4.06945
H 13.65728 -12.10007 4.15622
H 10.77529 -13.18993 6.57123
H 10.97024 -10.24781 4.68074
H 15.14078 -13.95913 4.82467
H 11.45218 -9.17793 8.19928
H 12.75165 -16.10726 10.57435
H 10.62663 -12.03288 12.45311
H 12.22196 -11.36823 7.18800
H 15.79263 -9.87312 7.65524
H 17.30750 -10.11060 8.16198
H 9.02305 -9.27861 7.37567
H 9.51641 -11.71797 8.02654
H 13.27092 -16.82839 6.46402
H 13.90881 -14.59020 6.84504
H 15.99267 -13.18400 5.71706
H 16.42221 -17.49108 4.01747
H 14.11856 -12.22040 12.36234
H 16.47800 -10.49054 13.34262
H 11.14608 -8.33471 6.87196
H 18.57985 -12.88868 6.61264
H 17.40106 -16.64870 6.26110
H 15.38280 -12.60270 9.10942
H 17.46417 -11.18127 4.56741
H 16.89122 -15.18225 6.01552
H 15.50406 -6.12496 5.27105
H 14.92143 -8.95756 2.29591
H 11.56297 -8.04349 4.72170
H 11.69850 -5.68070 7.03775
H 13.80716 -16.32669 3.00075
H 15.47110 -7.46515 4.59655
H 13.76618 -11.47362 5.51573
H 11.46088 -10.28286 10.52996
H 16.70990 -14.82914 8.34498
H 17.31172 -10.92868 6.14375
H 11.42510 -5.49521 8.58789
H 15.67006 -10.15894 12.10462
H 14.02307 -12.38870 10.98529
H 13.05556 -14.61532 10.86456
H 13.24299 -10.19748 7.48641
H 18.01387 -11.66834 10.07133

Atomic partial charges in e from the Mulliken method, atoms 1 to 99:
1. O -0.72
2. O -0.60
3. O -0.59
4. O -0.65
5. O -0.55
6. O -0.56
7. O 0.33
8. O -0.73
9. O -0.76
10. O -0.45
11. O -0.41
12. O -0.56
13. O -0.61
14. O -0.77
15. O -0.33
16. O -0.70
17. O -0.63
18. O -0.63
19. O -0.66
20. O -0.48
21. O -0.61
22. O -0.78
23. O -0.65
24. O -0.60
25. O 0.56
26. O -0.68
27. O -0.53
28. O -0.64
29. O -0.73
30. O -0.65
31. O -0.64
32. O -0.55
33. O -0.80
34. O -0.30
35. H 0.33
36. H 0.25
37. H -0.05
38. H 0.38
39. H 0.24
40. H 0.30
41. H 0.28
42. H 0.33
43. H 0.28
44. H 0.35
45. H 0.40
46. H 0.26
47. H 0.26
48. H 0.33
49. H 0.21
50. H 0.24
51. H 0.25
52. H 0.27
53. H 0.32
54. H 0.18
55. H 0.29
56. H 0.27
57. H 0.26
58. H 0.37
59. H 0.43
60. H 0.14
61. H 0.33
62. H 0.44
63. H 0.29
64. H 0.26
65. H 0.31
66. H 0.23
67. H 0.26
68. H 0.26
69. H 0.28
70. H -0.01
71. H 0.31
72. H 0.31
73. H 0.32
74. H 0.34
75. H 0.44
76. H 0.34
77. H 0.07
78. H 0.36
79. H 0.38
80. H 0.29
81. H 0.32
82. H 0.29
83. H 0.29
84. H -0.07
85. H 0.26
86. H 0.42
87. H 0.30
88. H 0.27
89. H 0.32
90. H 0.29
91. H 0.26
92. H 0.33
93. H 0.11
94. H 0.26
95. H 0.17
96. H 0.30
97. H 0.27
98. H 0.36
99. H 0.26

---

Least stable = w